Record 1
Entry from the Open Molecules 2025 dataset: a molecular structure, C10H18BiN3O3S2 (ωB97M-V/def2-TZVPD).

Last column: Löwdin charge in e.
CARTESIAN COORDINATES (ANGSTROEM)
C (-1.179, 0.722, 1.759)  -0.5731
H (-3.711, -2.985, 0.125)  0.0514
Bi (0.289, -0.931, -2.156)  1.2300
H (0.329, -3.358, 2.354)  0.0832
S (-1.974, -1.722, -1.425)  0.4776
O (-1.225, 1.781, -1.746)  -0.1738
C (-0.335, -3.088, 0.329)  -0.7780
H (0.946, 4.029, -2.639)  0.0908
C (-2.562, 0.854, 1.176)  -0.0079
H (-2.465, 1.229, 0.156)  0.0602
H (-3.200, 1.522, 1.755)  0.0729
O (-0.348, -0.072, 1.350)  -0.0022
N (-0.892, 1.571, 2.791)  0.1521
C (2.334, 1.560, -1.496)  -0.2923
C (0.997, 2.157, -1.589)  -0.2990
H (0.026, 1.547, 3.197)  0.1012
N (2.395, 0.288, -1.418)  -0.1665
C (-1.573, -2.800, -0.086)  -0.7694
N (-0.039, 1.356, -1.658)  -0.3194
H (0.728, -4.701, 1.279)  0.0680
C (3.549, 2.438, -1.481)  -0.0026
H (-1.560, 2.231, 3.136)  0.0886
H (3.520, -1.112, -0.935)  0.0575
H (-0.227, 3.862, -1.337)  0.0714
H (3.602, 2.980, -0.536)  0.0964
H (3.491, 3.169, -2.286)  0.0904
H (-2.825, -4.448, 0.537)  0.0797
S (1.143, -2.446, -0.382)  0.4920
C (-0.042, -3.966, 1.523)  -0.1238
C (0.796, 3.642, -1.626)  -0.0306
H (1.483, 4.164, -0.959)  0.0743
H (-0.932, -4.499, 1.855)  0.0648
C (-2.807, -3.359, 0.601)  -0.1355
H (-2.837, -3.078, 1.656)  0.0811
H (4.451, 1.845, -1.593)  0.0739
O (3.671, -0.251, -1.342)  -0.0530
H (-3.017, -0.132, 1.110)  0.0696

## Properties
HOMO energy: -0.2714 Ha
orbital gap: 0.2787 Eh
relative energy (zero: lowest compared OMol25 entry of this formula, charge and spin): 9.70 kcal/mol
charge: 0



Record 2
Entry from the Open Molecules 2025 dataset: a molecular structure, C36H36ClN3O10STi in a non-equilibrium geometry (ωB97M-V/def2-TZVPD).

Last column: Löwdin charge in e.
CARTESIAN COORDINATES (ANGSTROEM)
O (3.738, 1.695, 2.257)  0.1328
C (-2.782, -2.931, -4.731)  -0.6404
C (-2.355, -3.508, -3.550)  -0.1037
H (1.383, 6.087, 0.986)  0.0815
H (-2.243, 4.486, 0.802)  0.0425
Ti (0.266, -0.212, 0.453)  1.1862
H (-2.613, -1.232, -6.130)  0.1208
C (2.336, 1.882, -0.431)  -0.4809
C (-1.307, 2.776, -1.779)  -0.0090
C (-3.363, -0.330, -0.831)  -0.2053
H (-0.342, 2.433, -2.111)  0.0653
C (-2.283, 1.617, -1.849)  -0.1813
H (-2.410, 6.364, 0.624)  0.0664
C (-1.321, -1.077, -4.439)  -0.0304
H (-4.824, -1.348, -2.111)  0.1259
H (-1.378, -4.726, 0.393)  0.0909
C (4.862, 1.357, 1.974)  -0.5039
H (6.049, 0.109, 0.753)  0.1365
H (0.423, -5.804, -0.420)  0.1167
Cl (-4.065, -3.815, -5.529)  0.6535
O (1.599, 0.910, 0.179)  -0.1334
C (1.020, -1.566, 2.994)  -0.4392
O (-0.015, -1.098, -1.098)  -0.1314
H (-1.269, 3.090, -0.739)  0.0516
H (-1.072, -3.214, -1.852)  0.0910
N (-0.336, 0.223, 2.389)  0.0527
O (-2.929, 2.251, 1.237)  0.0908
H (-2.730, -1.410, 0.942)  0.0635
H (-0.802, -0.158, -4.712)  0.1365
H (-3.888, -2.252, -0.101)  0.0826
O (0.555, 0.203, -2.757)  0.1067
C (-4.126, -0.487, -2.001)  -0.0346
C (-2.245, -1.732, -5.226)  -0.0730
H (-2.733, -4.448, -3.171)  0.1057
H (4.117, -2.485, 2.452)  0.0988
H (3.256, 0.799, -1.960)  0.1428
C (3.619, 1.277, -1.046)  -0.0904
H (5.758, 1.731, 0.130)  0.1336
C (-1.374, 1.788, 3.823)  0.0391
H (-1.358, -2.974, 0.847)  0.0304
N (-1.477, 0.724, 0.297)  -0.0149
C (0.333, 5.855, 0.628)  -0.2638
H (-0.829, 1.608, 5.872)  0.1135
H (-2.938, 5.519, 2.112)  0.0538
C (-1.954, 1.512, 1.301)  -0.4306
H (4.358, -4.235, -0.073)  0.1154
H (0.606, -0.459, 5.516)  0.1345
H (-0.884, -4.196, 2.006)  0.1010
C (-3.938, 0.381, -3.085)  -0.0865
C (2.427, -5.035, -0.466)  -0.0820
O (1.961, 2.984, -0.604)  0.1575
C (-0.946, -1.589, -3.239)  -0.1441
C (3.282, -4.103, 0.095)  -0.0437
C (0.280, -0.333, 3.407)  -0.1550
C (1.458, -2.901, 1.021)  -0.1967
H (4.253, 2.109, -1.319)  0.1307
C (-0.072, -0.769, -2.396)  -0.4840
C (-3.071, 1.457, -2.986)  -0.0460
C (-0.860, -3.912, 0.943)  -0.0318
O (-0.363, 4.396, 2.736)  -0.5543
C (-1.420, -2.830, -2.768)  0.0313
C (2.835, -3.020, 0.872)  -0.1809
C (-0.687, 1.198, 4.891)  -0.0072
H (2.852, -5.870, -1.015)  0.1040
C (0.588, -3.892, 0.558)  -0.2280
H (5.531, 1.674, 3.673)  0.1447
C (0.105, 0.089, 4.715)  0.0387
C (5.300, 0.880, 0.598)  -0.1045
H (-2.010, 2.643, 3.969)  0.1205
C (3.875, -2.116, 1.452)  -0.0234
H (4.744, -2.079, 0.826)  0.0715
C (-2.370, 0.646, -0.828)  -0.1925
C (-2.220, 5.488, 1.282)  -0.2771
O (4.266, 0.372, -0.205)  -0.1100
O (1.576, -2.273, 3.803)  0.1063
C (-1.188, 1.231, 2.565)  -0.1277
H (0.304, 4.895, 0.142)  0.0262
H (-1.636, 3.654, -2.326)  0.0874
S (-0.670, 5.732, 2.090)  0.8177
C (-3.615, -1.276, 0.299)  -0.0205
H (-4.442, -0.882, 0.870)  0.0890
H (3.474, -1.110, 1.598)  0.0662
H (-4.419, 0.130, -4.003)  0.0940
H (-0.099, 6.616, 0.020)  0.0375
H (-2.952, 2.159, -3.802)  0.1136
C (1.086, -4.969, -0.154)  -0.0613
O (5.886, 1.380, 2.812)  0.1311
N (0.865, -1.756, 1.636)  -0.0078

## Properties
HOMO energy: -0.3186 Ha
orbital gap: 0.2954 Eh
relative energy (zero: lowest compared OMol25 entry of this formula, charge and spin): 13.98 kcal/mol
charge: 0